(1)
Molecular formula: C4H13N2S
Method: DFT, the ωB97M-V functional and the def2-TZVPD basis

XYZ file:
```
20
Properties=species:S:1:pos:R:3:forces:R:3
C 0.066342 -0.549392 -1.440960 -0.205 -0.394 0.150
H -1.738110 -1.706587 1.189208 -0.247 -0.385 0.373
H 0.373872 2.886874 1.214448 0.367 0.300 0.259
H -0.751111 -0.699488 -2.178074 0.677 0.175 0.269
H -2.124606 1.284585 3.180176 1.072 1.368 -1.459
H 1.408855 -0.789234 -3.448542 -0.081 0.017 0.077
N -1.378885 -0.997070 0.578128 0.088 1.764 -1.166
H -1.039339 0.085634 1.242913 0.809 -1.549 -0.098
N -0.455598 1.148907 1.870060 -0.030 0.555 -1.817
H 0.103140 0.513659 -1.152049 -0.369 -0.477 0.069
S 1.733452 -0.913168 -2.154410 -0.548 -0.153 0.214
H 0.660862 -1.527172 0.447657 -0.208 0.189 -0.131
C -1.522427 1.958910 2.427399 -1.322 -1.397 2.786
C -0.205428 -1.496326 -0.229262 0.696 0.404 -0.057
H -0.329542 -2.540091 -0.560922 -0.319 0.515 0.009
H -1.114432 2.784435 3.019719 -0.206 -0.008 -0.313
H 1.243528 1.350598 0.731492 0.809 -0.775 -0.520
H -2.125617 -0.711791 -0.086718 0.399 -0.476 0.664
C 0.452483 1.808240 1.255364 -1.268 0.116 0.869
H -2.207171 2.287811 1.658697 -0.114 0.210 -0.178
```
Positions in Å, forces in eV/Å.

As for the net charge: +1. For the total energy, the calculation gives -667.60906 Ha. The calculation puts the energy above the lowest of the compared OMol25 structures with the same formula, charge and spin at 44.39 kcal per mole.

---

(2)
Molecular formula: C4H13N2S2
Method: DFT, the ωB97M-V functional and the def2-TZVPD basis

XYZ file:
```
21
Properties=species:S:1:pos:R:3:forces:R:3
S -2.964371 0.102344 0.723638 -0.364 0.248 0.217
H 1.990589 1.122135 2.202916 -0.422 -0.266 0.001
H 0.494632 -0.412321 1.088858 -0.632 0.308 0.364
H -0.919429 0.516222 0.486361 0.561 0.628 -0.282
C 0.149326 0.241378 0.282524 -0.854 -1.110 0.261
H -1.056249 -2.202297 -1.670655 0.423 0.256 -0.310
H -5.789510 0.270279 0.848584 -0.108 -0.231 -0.573
C 1.588050 -1.351771 -1.031099 1.725 0.698 0.049
H -1.681974 -1.151855 -0.555408 -0.101 -0.483 -0.338
H -6.027840 0.002125 0.168171 0.381 0.232 0.603
H 0.189283 -0.093130 -1.911955 -0.055 0.623 0.436
H 2.060004 -1.329461 -2.013215 -0.521 0.057 -0.173
H 1.041851 2.646488 1.715461 -0.032 -0.163 0.798
H 1.578578 -2.392580 -0.713901 -0.143 0.202 0.725
S 2.678297 -0.280796 -0.024992 0.856 -1.757 -0.016
H 1.931785 0.945332 -0.370613 0.174 1.631 -2.366
C 0.219976 -0.636105 -0.954038 -0.937 -0.705 -1.816
C 1.724944 1.842589 1.443194 -1.238 1.913 -1.968
N 1.049801 1.377480 0.136775 1.295 -1.999 2.859
N -0.832415 -1.602283 -0.891661 -0.446 0.001 1.109
H 2.574679 2.386231 1.041058 0.437 -0.083 0.419
```
Positions in Å, forces in eV/Å.

As for the net charge: +1. For the total energy, the calculation gives -1065.48978 Ha. The calculation puts the energy above the lowest of the compared OMol25 structures with the same formula, charge and spin at 240.36 kcal per mole.

---

What did the second record say?
Molecular formula: C4H13N2S2
Method: DFT, the ωB97M-V functional and the def2-TZVPD basis

XYZ file:
```
21
Properties=species:S:1:pos:R:3:forces:R:3
S -2.964371 0.102344 0.723638 -0.364 0.248 0.217
H 1.990589 1.122135 2.202916 -0.422 -0.266 0.001
H 0.494632 -0.412321 1.088858 -0.632 0.308 0.364
H -0.919429 0.516222 0.486361 0.561 0.628 -0.282
C 0.149326 0.241378 0.282524 -0.854 -1.110 0.261
H -1.056249 -2.202297 -1.670655 0.423 0.256 -0.310
H -5.789510 0.270279 0.848584 -0.108 -0.231 -0.573
C 1.588050 -1.351771 -1.031099 1.725 0.698 0.049
H -1.681974 -1.151855 -0.555408 -0.101 -0.483 -0.338
H -6.027840 0.002125 0.168171 0.381 0.232 0.603
H 0.189283 -0.093130 -1.911955 -0.055 0.623 0.436
H 2.060004 -1.329461 -2.013215 -0.521 0.057 -0.173
H 1.041851 2.646488 1.715461 -0.032 -0.163 0.798
H 1.578578 -2.392580 -0.713901 -0.143 0.202 0.725
S 2.678297 -0.280796 -0.024992 0.856 -1.757 -0.016
H 1.931785 0.945332 -0.370613 0.174 1.631 -2.366
C 0.219976 -0.636105 -0.954038 -0.937 -0.705 -1.816
C 1.724944 1.842589 1.443194 -1.238 1.913 -1.968
N 1.049801 1.377480 0.136775 1.295 -1.999 2.859
N -0.832415 -1.602283 -0.891661 -0.446 0.001 1.109
H 2.574679 2.386231 1.041058 0.437 -0.083 0.419
```
Positions in Å, forces in eV/Å.

As for the net charge: +1. For the total energy, the calculation gives -1065.48978 Ha. The calculation puts the energy above the lowest of the compared OMol25 structures with the same formula, charge and spin at 240.36 kcal per mole.